{"formula": "C6H8O2", "method": "ωB97M-V/def2-TZVPD", "gap_ev": 8.4, "energy_ha": -383.651072, "relative_energy_kj_mol": 680.1, "largest_force_ha_per_bohr": 0.123, "symbols": ["C", "C", "C", "C", "C", "C", "H", "H", "H", "H", "H", "H", "H", "H", "O", "O"], "xyz": [[0.185, 0.975, 0.892], [-0.401, 0.748, -0.540], [-1.374, -0.446, -0.438], [-0.557, -1.314, 0.244], [0.716, -0.546, 0.648], [1.040, 0.007, -0.817], [-0.305, 1.439, 2.715], [0.853, 1.759, 1.216], [-0.899, 1.581, -1.044], [-2.403, -0.646, -0.863], [-0.945, -2.159, 0.860], [1.432, -1.092, 1.342], [2.005, 0.616, -0.929], [2.319, -0.524, -2.491], [-0.963, 1.210, 1.874], [0.999, -0.900, -1.967]]}